Entry 1:
{"formula": "C40H70BF10NO17P2", "method": "wB97M-V/def2-TZVPD", "energy_ha": -4605.9236, "smiles": "C#CC[C@](O[C@@](CCF)(COC(C)=O)B(C)O)(C(F)(F)C(F)(F)F)[C@](CCCOC(C)=O)(COC(F)(F)F)N(CCF)CCOC(=O)CC.CCOP(=O)(OCC)OCC.CCOP(=O)(OCC)OCC", "species": ["C", "C", "C", "C", "O", "C", "C", "C", "F", "C", "O", "C", "C", "O", "B", "C", "O", "C", "F", "F", "C", "F", "F", "F", "C", "C", "C", "C", "O", "C", "C", "O", "C", "O", "C", "F", "F", "F", "N", "C", "C", "F", "C", "C", "O", "C", "O", "C", "C", "H", "H", "H", "H", "H", "H", "H", "H", "H", "H", "H", "H", "H", "H", "H", "H", "H", "H", "H", "H", "H", "H", "H", "H", "H", "H", "H", "H", "H", "H", "H", "H", "H", "H", "H", "H", "H", "H", "H", "H", "C", "C", "O", "P", "O", "O", "C", "C", "O", "C", "C", "H", "H", "H", "H", "H", "H", "H", "H", "H", "H", "H", "H", "H", "H", "H", "C", "C", "O", "P", "O", "O", "C", "C", "O", "C", "C", "H", "H", "H", "H", "H", "H", "H", "H", "H", "H", "H", "H", "H", "H", "H"], "coordinates": [[-3.895, 3.089, 1.534], [-2.873, 2.848, 2.141], [-1.581, 2.340, 2.792], [-0.731, 1.254, 2.011], [0.592, 1.135, 2.428], [1.393, 1.808, 3.343], [0.922, 2.393, 4.735], [2.058, 2.656, 5.809], [1.573, 3.700, 6.679], [2.542, 0.718, 3.752], [3.875, 1.282, 3.702], [4.642, 0.640, 4.729], [4.801, -0.924, 4.842], [5.150, 1.358, 5.558], [2.298, 2.964, 2.558], [2.478, 4.485, 3.070], [2.938, 2.682, 1.317], [-0.572, 1.587, 0.425], [-1.607, 1.007, -0.341], [0.676, 1.078, -0.011], [-0.555, 3.085, -0.065], [-0.185, 4.103, 0.755], [0.307, 3.161, -1.182], [-1.795, 3.430, -0.631], [-1.360, -0.270, 2.223], [-0.837, -0.702, 3.703], [-1.524, -1.981, 4.342], [-1.361, -1.903, 5.932], [0.027, -1.491, 6.150], [0.343, -1.409, 7.512], [-0.345, -0.444, 8.551], [1.254, -2.107, 7.925], [-0.428, -1.279, 1.372], [-0.743, -2.685, 1.540], [0.305, -3.515, 1.200], [-0.229, -4.805, 1.125], [1.297, -3.566, 2.161], [0.764, -3.205, -0.067], [-2.771, -0.368, 1.980], [-3.844, -0.134, 2.910], [-3.776, 0.421, 4.359], [-5.008, 0.032, 5.015], [-3.257, -1.226, 0.897], [-4.693, -0.949, 0.300], [-4.890, -1.646, -0.951], [-6.098, -1.288, -1.567], [-6.205, -1.560, -2.749], [-7.327, -0.604, -0.852], [-8.024, -1.481, 0.273], [-4.815, 3.126, 0.896], [-1.684, 2.012, 3.877], [-0.901, 3.252, 2.905], [0.431, 3.410, 4.575], [0.129, 1.785, 5.281], [3.029, 3.033, 5.387], [2.305, 1.759, 6.451], [2.287, 0.199, 4.731], [2.528, -0.122, 2.974], [3.953, -1.507, 4.363], [5.814, -1.256, 4.449], [4.776, -1.168, 5.948], [1.463, 4.920, 3.361], [3.227, 4.602, 3.902], [2.814, 5.122, 2.185], [3.056, 1.710, 1.226], [-0.944, 0.127, 4.460], [0.268, -0.967, 3.692], [-0.885, -2.878, 4.050], [-2.566, -2.222, 4.004], [-2.019, -1.123, 6.414], [-1.480, -2.915, 6.415], [0.416, -0.094, 9.314], [-0.751, 0.455, 7.986], [-1.187, -1.004, 9.054], [0.665, -1.178, 1.618], [-0.506, -1.081, 0.252], [-4.572, 0.614, 2.428], [-4.476, -1.091, 2.998], [-2.958, 0.136, 5.059], [-3.825, 1.560, 4.356], [-2.614, -1.268, -0.037], [-3.272, -2.304, 1.287], [-5.449, -1.372, 1.038], [-4.936, 0.159, 0.188], [-7.062, 0.442, -0.484], [-8.111, -0.431, -1.656], [-8.098, -2.579, 0.036], [-7.523, -1.345, 1.286], [-9.078, -1.081, 0.413], [2.106, -4.928, -1.937], [2.177, -4.691, -3.436], [3.455, -4.205, -3.837], [4.731, -5.255, -3.746], [4.427, -6.028, -5.019], [5.939, -4.347, -4.426], [6.603, -4.754, -5.621], [5.934, -4.151, -6.842], [5.141, -4.588, -2.244], [5.861, -3.364, -2.077], [5.197, -2.133, -2.664], [2.771, -5.744, -1.637], [1.091, -5.193, -1.636], [2.417, -4.039, -1.389], [1.939, -5.608, -3.984], [1.442, -3.935, -3.720], [6.666, -5.841, -5.684], [7.632, -4.387, -5.558], [4.853, -4.304, -6.842], [6.344, -4.582, -7.760], [6.094, -3.070, -6.867], [6.881, -3.481, -2.448], [5.949, -3.219, -0.996], [5.120, -2.174, -3.749], [5.776, -1.240, -2.411], [4.185, -2.014, -2.270], [-0.340, 6.255, -7.004], [-0.377, 4.993, -7.848], [-0.682, 3.841, -7.068], [-2.219, 3.715, -6.465], [-2.883, 3.243, -7.748], [-2.170, 2.208, -5.778], [-3.017, 1.151, -6.222], [-2.324, 0.312, -7.280], [-1.669, 4.352, -4.997], [-0.985, 3.590, -3.994], [0.320, 2.957, -4.438], [-1.333, 6.495, -6.612], [0.003, 7.106, -7.597], [0.325, 6.130, -6.148], [-1.102, 5.093, -8.662], [0.605, 4.826, -8.297], [-3.976, 1.536, -6.570], [-3.232, 0.523, -5.352], [-1.892, 0.922, -8.077], [-3.022, -0.399, -7.729], [-1.497, -0.249, -6.838], [-1.663, 2.848, -3.568], [-0.764, 4.293, -3.188], [0.181, 2.199, -5.206], [0.808, 2.473, -3.586], [0.998, 3.712, -4.843]], "atomic_forces_ev_per_a": [[-0.1, -0.5, -0.3], [0.4, -1.2, 0.1], [0.5, 1.5, 0.2], [-0.9, -0.5, -0.7], [-0.7, -0.7, 0.1], [3.9, 1.1, 1.9], [-1.5, 0.7, 0.6], [0.2, 0.4, -0.1], [0.4, -1.3, -0.9], [-1.4, -1.6, -1.5], [-0.2, -1.5, 1.8], [0.7, 0.8, 1.1], [-0.5, -0.1, 0.0], [-0.5, -1.0, -1.3], [0.9, 0.8, -1.2], [-0.7, 0.5, -1.0], [-0.9, -0.8, 2.2], [0.1, -0.6, -0.3], [2.0, 0.6, 1.3], [-2.5, 0.4, 0.6], [-0.4, 2.1, -3.6], [-0.5, -1.9, -0.4], [-1.2, -0.2, 2.2], [2.0, -0.5, 1.5], [2.5, -1.0, 1.2], [-0.6, -0.2, 0.8], [1.2, -0.7, 0.6], [-0.1, 0.2, -0.8], [-0.8, 0.2, 1.6], [1.8, -1.0, 1.4], [-0.4, 0.4, -1.3], [-1.2, 1.1, -0.9], [0.3, 0.9, -2.2], [1.1, -0.5, 0.2], [-2.0, -1.3, -0.3], [1.1, 2.2, 0.2], [-1.1, 0.5, -2.0], [0.1, -0.3, 2.4], [0.3, 0.2, -0.8], [-2.8, 0.0, 0.4], [-0.4, 1.3, 0.8], [1.4, 0.2, -0.9], [-0.1, -2.0, -1.6], [-0.8, 0.5, 1.9], [-1.2, 1.4, 0.6], [-0.3, -0.4, -1.9], [0.3, 0.2, 1.7], [-0.3, 0.1, 0.1], [-0.1, 0.8, 0.8], [1.5, 0.3, 1.2], [-0.3, 0.2, -1.5], [-0.8, -1.1, -0.3], [0.7, -1.2, 0.3], [0.9, 0.4, -0.8], [-1.1, -0.4, 0.3], [-0.5, 1.0, -0.6], [0.5, 0.9, -0.9], [-0.3, 1.1, 0.8], [1.2, 0.8, 0.3], [-1.4, 0.6, 0.3], [0.1, 0.4, -1.3], [1.4, -0.5, 0.0], [-0.9, -0.1, -0.8], [-0.2, -0.8, 1.2], [-0.3, 0.9, -0.3], [0.1, -0.6, -0.9], [-1.5, 0.7, -0.2], [-1.0, 1.1, 0.3], [0.8, 0.5, 0.5], [0.4, -0.9, -0.5], [-0.2, 1.1, -0.5], [-0.9, -0.7, -1.1], [0.3, -1.0, 0.9], [0.9, 0.7, -0.5], [-1.3, 0.5, 0.1], [0.0, -0.1, 1.5], [0.9, -1.0, 0.5], [1.0, 1.0, 0.1], [-0.6, -0.2, -0.9], [0.1, -1.4, -0.1], [-0.3, 0.4, 1.4], [-0.2, 1.1, -0.6], [0.8, 0.7, -0.9], [0.7, -1.3, 0.0], [-0.2, -1.4, -0.2], [1.4, -0.4, 0.7], [0.2, 1.2, 0.1], [-0.6, -0.3, -1.3], [1.2, -0.6, -0.2], [0.1, -0.2, 0.0], [-0.3, 0.0, 0.1], [-0.2, -0.8, 0.4], [0.7, 7.8, -4.0], [0.0, -3.1, 3.1], [0.3, -0.7, 0.7], [0.0, 0.1, -0.4], [-0.1, 0.2, -0.1], [-0.8, -3.4, 0.0], [0.8, 0.6, 0.0], [-0.3, 0.0, -0.2], [0.0, 0.0, 0.0], [0.1, 0.0, -0.1], [0.0, -0.1, -0.1], [0.0, 0.0, -0.1], [0.2, 0.0, -0.1], [-0.2, 0.1, 0.0], [-0.1, 0.1, 0.2], [0.1, -0.2, 0.1], [0.0, 0.0, 0.1], [0.1, -0.1, 0.0], [-0.2, 0.0, -0.1], [-0.2, -0.3, 0.0], [0.0, -0.1, 0.1], [0.0, -0.2, 0.1], [0.1, 0.0, 0.0], [-0.1, 0.1, 0.0], [0.2, 0.2, -0.1], [-0.4, 0.8, -0.2], [5.7, -6.8, 0.5], [-2.2, 3.7, 1.0], [-0.7, 0.7, 0.4], [0.0, -0.4, -0.2], [0.2, -0.1, -0.1], [-2.5, 1.9, -1.7], [0.1, -0.6, 0.8], [0.1, 0.0, -0.4], [0.0, 0.0, 0.0], [0.0, -0.1, 0.0], [0.0, 0.0, -0.1], [0.0, 0.0, 0.0], [-0.1, -0.2, 0.1], [0.2, 0.0, -0.1], [0.1, 0.2, 0.1], [-0.2, 0.1, 0.1], [0.0, 0.0, 0.1], [-0.1, 0.0, 0.0], [0.1, 0.0, -0.2], [-0.2, 0.3, -0.3], [-0.1, 0.1, 0.0], [-0.2, 0.2, 0.0], [0.0, 0.0, 0.1]]}


Entry 2:
{"formula": "C3H7NO2", "method": "wB97M-V/def2-TZVPD", "energy_ha": -323.7428, "smiles": "C=CC(N)=O.O", "relative_energy_kcal_mol": 23.98, "species": ["C", "C", "C", "N", "O", "H", "H", "H", "H", "H", "O", "H", "H"], "coordinates": [[-1.227, 0.673, 0.543], [-0.976, -0.632, 0.446], [-0.323, -1.279, -0.741], [0.551, -0.498, -1.442], [-0.607, -2.422, -1.054], [-0.937, 1.362, -0.246], [-1.755, 1.090, 1.396], [-1.313, -1.332, 1.205], [1.040, 0.258, -0.972], [1.046, -0.976, -2.181], [1.791, 1.162, 0.758], [1.188, 0.559, 1.216], [1.523, 2.035, 1.072]], "atomic_forces_ev_per_a": [[0.0, -0.2, -0.1], [-0.1, 0.2, 0.1], [0.0, -0.1, 0.0], [0.1, -0.1, 0.0], [0.1, 0.3, 0.1], [0.0, -0.1, 0.1], [0.0, -0.1, -0.1], [0.0, 0.1, -0.1], [-0.1, -0.1, -0.1], [-0.1, 0.1, 0.1], [0.0, 0.1, 0.1], [0.1, 0.1, 0.0], [0.1, -0.1, -0.1]]}


Entry 3:
{"formula": "C19H27FN2O2", "method": "wB97M-V/def2-TZVPD", "energy_ha": -1100.0271, "smiles": "O[C@@]1(c2ccccc2F)C[C@H]2CC[C@@H](C1)N2CCN1CCOCC1", "relative_energy_kcal_mol": 29.38, "species": ["O", "C", "C", "C", "C", "C", "C", "C", "F", "C", "C", "C", "C", "C", "C", "N", "C", "C", "N", "C", "C", "O", "C", "C", "H", "H", "H", "H", "H", "H", "H", "H", "H", "H", "H", "H", "H", "H", "H", "H", "H", "H", "H", "H", "H", "H", "H", "H", "H", "H", "H"], "coordinates": [[2.863, -2.065, -2.377], [2.029, -1.345, -1.481], [0.606, -1.888, -1.565], [-0.504, -1.110, -1.869], [-1.775, -1.653, -1.943], [-1.978, -3.004, -1.723], [-0.895, -3.811, -1.433], [0.363, -3.244, -1.363], [1.398, -4.085, -1.086], [2.564, -1.484, -0.038], [2.061, -0.360, 0.885], [3.154, 0.704, 1.137], [2.983, 1.664, -0.046], [1.749, 1.101, -0.800], [2.157, 0.122, -1.915], [0.994, 0.355, 0.200], [0.161, 1.168, 1.065], [-1.181, 1.480, 0.379], [-2.156, 2.199, 1.170], [-1.762, 3.536, 1.571], [-2.997, 4.252, 2.123], [-3.542, 3.557, 3.220], [-3.887, 2.242, 2.852], [-2.673, 1.478, 2.318], [2.868, -2.995, -2.123], [-0.380, -0.055, -2.038], [-2.613, -1.013, -2.177], [-2.969, -3.429, -1.780], [-1.004, -4.870, -1.263], [2.282, -2.454, 0.369], [3.653, -1.459, -0.101], [1.690, -0.788, 1.819], [4.148, 0.266, 1.184], [2.965, 1.210, 2.085], [3.861, 1.693, -0.687], [2.786, 2.681, 0.294], [1.143, 1.907, -1.217], [3.203, 0.264, -2.186], [1.574, 0.278, -2.822], [-0.040, 0.587, 1.969], [0.650, 2.108, 1.363], [-1.001, 2.077, -0.520], [-1.635, 0.534, 0.074], [-1.384, 4.074, 0.699], [-0.984, 3.527, 2.354], [-2.740, 5.248, 2.489], [-3.749, 4.336, 1.324], [-4.281, 1.766, 3.752], [-4.666, 2.264, 2.076], [-2.974, 0.477, 2.003], [-1.929, 1.391, 3.128]], "atomic_forces_ev_per_a": [[0.2, -0.2, -0.2], [0.0, 0.2, 0.4], [0.1, -0.3, -0.1], [-0.1, -0.3, -0.1], [-0.1, 0.1, -0.1], [0.1, 0.0, 0.0], [0.1, -0.1, 0.1], [-0.3, 0.2, -0.1], [0.1, 0.1, 0.0], [0.0, 0.0, -0.1], [0.2, -0.2, 0.3], [-0.1, -0.1, 0.2], [-0.1, 0.1, 0.0], [0.1, 0.2, -0.3], [-0.1, -0.3, 0.0], [-0.2, 0.0, 0.2], [-0.3, 0.1, -0.1], [0.2, -0.1, 0.1], [0.0, 0.1, 0.1], [-0.3, 0.1, 0.1], [0.3, 0.2, -0.2], [0.0, 0.0, 0.2], [0.1, -0.4, 0.0], [-0.3, 0.2, 0.1], [0.0, 0.0, 0.0], [0.0, 0.1, 0.0], [-0.1, 0.1, 0.0], [-0.1, 0.0, 0.0], [0.0, -0.1, 0.0], [0.1, 0.0, -0.1], [0.0, 0.0, 0.0], [0.0, 0.1, -0.1], [0.0, 0.0, 0.1], [0.0, 0.0, 0.0], [0.0, 0.1, 0.0], [0.1, 0.0, 0.0], [0.0, 0.0, 0.0], [0.0, 0.0, 0.0], [0.0, 0.0, -0.1], [0.1, 0.1, 0.0], [0.0, 0.0, 0.1], [0.0, -0.1, -0.1], [0.1, 0.0, -0.1], [0.0, 0.0, 0.0], [0.0, 0.0, -0.1], [0.0, 0.0, -0.1], [0.1, 0.0, 0.0], [0.0, 0.0, -0.1], [0.0, 0.0, 0.1], [0.0, 0.0, 0.0], [0.0, -0.1, 0.0]]}


Entry 4:
{"formula": "C3H8N4O", "method": "wB97M-V/def2-TZVPD", "energy_ha": -412.6614, "smiles": "[NH2+]=C=C(O)NNC=[NH2+]", "relative_energy_kcal_mol": 21.82, "charge": 2, "species": ["N", "C", "C", "O", "N", "N", "C", "N", "H", "H", "H", "H", "H", "H", "H", "H"], "coordinates": [[2.661, 1.576, -0.099], [2.162, 0.493, 0.295], [1.634, -0.729, 0.038], [2.399, -1.798, -0.106], [0.333, -1.105, 0.210], [-0.766, -0.294, 0.402], [-1.927, -0.543, -0.185], [-3.025, 0.117, 0.014], [2.700, 1.883, -1.079], [3.085, 2.220, 0.576], [3.353, -1.644, -0.212], [0.207, -2.115, 0.260], [-0.682, 0.420, 1.129], [-1.941, -1.374, -0.888], [-3.878, -0.144, -0.470], [-3.093, 0.911, 0.640]], "atomic_forces_ev_per_a": [[0.1, 0.4, -0.3], [-0.2, -0.2, 0.3], [0.0, 0.3, 0.2], [-0.2, -0.1, -0.1], [0.1, -0.9, -0.4], [0.4, 0.8, 0.4], [0.2, -0.3, -0.5], [-0.1, 0.2, 0.2], [0.0, -0.1, 0.2], [-0.1, -0.1, -0.1], [-0.1, 0.1, 0.0], [-0.1, 0.2, 0.3], [-0.1, -0.3, 0.0], [0.0, 0.1, 0.0], [0.2, 0.0, 0.0], [0.0, 0.0, 0.0]]}


For the records above, the corresponding E_LUMO values read -1.384, 0.561, 0.776, -8.433 eV.
For the records above, the corresponding Kohn-Sham gap values read 7.735, 10.424, 9.016, 9.347 eV.